Computed, not measured: a molecular structure, C25H25MnN3O7S2, with wB97M-V/def2-TZVPD.

Multiplicity: 6
Charge: 0
Gap between HOMO and LUMO (spin up / spin down): 7.091 / 7.236 eV
HOMO (spin up / spin down): -7.924 / -8.189 eV
LUMO energy (spin up / spin down): -0.83 / -0.95 eV

Last column: natural (NBO) charge in e.
Geometry (Å):
Mn -0.533 0.735 -0.383  1.472
C -3.881 -2.357 -0.447  -0.082
O -3.858 -1.620 0.809  -0.461
C -2.680 -0.999 0.840  0.562
N -1.906 -1.114 -0.164  -0.550
C -2.647 -1.840 -1.207  -0.128
C -1.819 -2.913 -1.873  -0.045
C -0.436 -2.802 -1.961  -0.143
C 0.309 -3.780 -2.605  -0.217
C -0.319 -4.878 -3.173  -0.212
C -1.700 -4.988 -3.104  -0.200
C -2.444 -4.010 -2.460  -0.207
C -2.302 -0.181 1.994  0.136
C -2.873 -0.199 3.256  -0.190
C -2.320 0.625 4.228  -0.139
C -1.216 1.410 3.932  -0.192
C -0.717 1.349 2.647  0.254
N -1.269 0.597 1.711  -0.489
C 0.505 2.027 2.170  0.555
N 1.033 1.766 1.042  -0.551
C 2.289 2.545 0.980  -0.085
C 2.140 3.512 2.169  -0.084
O 1.086 2.917 2.973  -0.466
C 2.579 3.240 -0.330  -0.076
C 3.462 4.318 -0.327  -0.217
C 3.770 4.983 -1.503  -0.211
C 3.188 4.582 -2.698  -0.206
C 2.315 3.506 -2.710  -0.194
C 2.024 2.830 -1.534  -0.115
H -4.827 -2.136 -0.931  0.216
H -3.811 -3.416 -0.201  0.192
H -2.933 -1.086 -1.950  0.274
H 0.058 -1.932 -1.550  0.186
H 1.384 -3.673 -2.679  0.214
H 0.263 -5.638 -3.679  0.217
H -2.202 -5.833 -3.558  0.217
H -3.523 -4.102 -2.428  0.208
H -3.723 -0.834 3.464  0.244
H -2.741 0.643 5.224  0.232
H -0.745 2.039 4.673  0.247
H 3.096 1.831 1.182  0.204
H 1.799 4.496 1.848  0.207
H 3.023 3.600 2.795  0.206
H 3.918 4.650 0.600  0.199
H 4.454 5.822 -1.483  0.211
H 3.408 5.115 -3.615  0.215
H 1.827 3.196 -3.624  0.237
H 1.325 2.009 -1.589  0.188
C 0.382 -3.078 1.740  -0.824
S 1.163 -1.473 1.585  1.271
C 2.822 -2.062 1.252  -0.820
O 1.184 -0.875 2.950  -0.996
H 0.902 -3.651 2.507  0.236
H 0.395 -3.588 0.776  0.247
H -0.649 -2.898 2.042  0.237
H 2.820 -2.631 0.322  0.236
H 3.155 -2.675 2.089  0.237
H 3.461 -1.188 1.147  0.243
O -1.007 2.723 -1.022  -1.095
S -1.547 2.072 -2.296  2.528
O -2.858 1.495 -1.980  -1.036
O -0.567 0.877 -2.449  -1.125
O -1.484 2.943 -3.437  -0.970

Computed, not measured: C25H25N3O7 in the gas phase, with wB97M-V/def2-TZVPD.

Multiplicity: 1
SMILES string: CCNc1ccc(C(=O)OCC(=O)c2cc(C)n(Cc3ccc4c(c3)OCO4)c2C)cc1[N+](=O)[O-]
Charge: 0
Gap between HOMO and LUMO: 7.459 eV
HOMO: -7.999 eV
LUMO energy: -0.54 eV

Last column: natural (NBO) charge in e.
Geometry (Å):
C -4.911 -3.644 2.252  -0.616
C -5.704 -3.212 1.018  -0.215
N -4.849 -2.681 -0.015  -0.565
C -4.330 -1.446 -0.061  0.245
C -4.695 -0.444 0.870  -0.309
C -4.191 0.824 0.803  -0.082
C -3.298 1.195 -0.215  -0.234
C -2.737 2.566 -0.222  0.797
O -2.744 3.297 0.738  -0.594
O -2.213 2.890 -1.410  -0.505
C -1.470 4.099 -1.460  -0.176
C -0.186 4.049 -0.615  0.569
O 0.241 5.069 -0.113  -0.557
C 0.416 2.741 -0.479  -0.278
C 0.257 1.619 -1.343  -0.264
C 0.937 0.574 -0.795  0.153
C 1.083 -0.822 -1.281  -0.653
N 1.505 1.008 0.383  -0.334
C 2.336 0.188 1.223  -0.220
C 3.678 -0.111 0.591  -0.038
C 4.310 0.841 -0.194  -0.217
C 5.550 0.602 -0.782  -0.248
C 6.129 -0.620 -0.547  0.223
C 5.499 -1.582 0.245  0.299
C 4.275 -1.354 0.821  -0.280
O 6.285 -2.700 0.314  -0.488
C 7.430 -2.417 -0.462  0.236
O 7.325 -1.114 -0.993  -0.476
C 1.220 2.321 0.574  0.241
C 1.667 3.091 1.761  -0.669
C -2.910 0.243 -1.131  -0.100
C -3.387 -1.068 -1.061  -0.028
N -2.853 -1.982 -2.001  0.523
O -1.972 -1.599 -2.748  -0.391
O -3.276 -3.137 -2.025  -0.433
H -4.388 -2.796 2.686  0.210
H -4.178 -4.400 1.981  0.211
H -5.582 -4.061 2.998  0.214
H -6.219 -4.077 0.593  0.209
H -6.460 -2.473 1.293  0.195
H -4.468 -3.337 -0.693  0.436
H -5.387 -0.693 1.657  0.220
H -4.472 1.569 1.533  0.238
H -1.213 4.248 -2.512  0.215
H -2.074 4.939 -1.103  0.224
H -0.257 1.611 -2.282  0.224
H 0.452 -0.969 -2.154  0.247
H 2.117 -1.038 -1.549  0.225
H 0.778 -1.536 -0.515  0.210
H 2.490 0.711 2.172  0.228
H 1.818 -0.752 1.438  0.211
H 3.830 1.791 -0.367  0.225
H 6.035 1.342 -1.395  0.231
H 3.798 -2.107 1.426  0.223
H 7.508 -3.146 -1.284  0.158
H 8.330 -2.486 0.171  0.158
H 2.756 3.120 1.824  0.220
H 1.277 2.658 2.683  0.217
H 1.299 4.109 1.671  0.271
H -2.209 0.487 -1.911  0.261

Computed, not measured: a molecular structure, C25H26BrN4O3PPtS2, with wB97M-V/def2-TZVPD.

Multiplicity: 2
Charge: +1
Gap between HOMO and LUMO (spin up / spin down): 6.754 / 6.770 eV
HOMO (spin up / spin down): -9.959 / -9.962 eV
LUMO energy (spin up / spin down): -3.21 / -3.19 eV

Last column: natural (NBO) charge in e.
Geometry (Å):
Pt 0.222 -0.337 0.062  1.120
Br -4.451 5.599 0.049  0.074
C -3.486 4.005 -0.263  -0.157
C -3.884 3.146 -1.313  -0.168
C -3.204 1.994 -1.558  -0.241
C -2.062 1.599 -0.791  0.431
O -1.458 0.530 -1.136  -0.702
C -1.693 2.461 0.303  -0.287
C -0.683 2.228 1.268  0.216
N 0.112 1.207 1.431  -0.546
C 0.954 1.108 2.570  0.115
C 0.849 1.884 3.697  -0.212
C 1.747 1.735 4.773  -0.185
C 2.746 0.807 4.738  -0.173
C 2.871 -0.036 3.611  -0.097
C 3.871 -1.030 3.495  -0.108
C 3.933 -1.813 2.380  -0.256
C 2.972 -1.622 1.369  0.084
N 2.038 -0.712 1.456  -0.476
C 1.968 0.104 2.539  0.210
C -2.428 3.669 0.513  -0.149
H -4.737 3.415 -1.923  0.235
H -3.497 1.335 -2.364  0.223
H -0.587 3.031 1.995  0.190
H 0.069 2.626 3.795  0.221
H 1.631 2.375 5.637  0.232
H 3.438 0.699 5.563  0.228
H 4.582 -1.156 4.302  0.232
H 4.692 -2.573 2.263  0.239
H 2.972 -2.228 0.468  0.219
H -2.132 4.322 1.325  0.221
C 2.971 0.435 -5.248  -0.646
C 3.442 -0.477 -4.140  -0.060
O 2.362 -1.240 -3.526  -0.830
P 1.181 -0.586 -2.718  1.762
S 1.705 0.841 -1.410  -0.402
S 0.365 -2.034 -1.581  -0.429
O 0.195 0.051 -3.761  -0.833
C -0.637 -0.776 -4.622  -0.066
C -1.259 0.127 -5.655  -0.626
H 3.843 0.908 -5.704  0.234
H 2.315 1.222 -4.877  0.223
H 2.446 -0.127 -6.020  0.218
H 3.947 0.075 -3.346  0.194
H 4.116 -1.243 -4.514  0.207
H -1.387 -1.250 -3.988  0.203
H -0.014 -1.548 -5.079  0.186
H -1.775 0.954 -5.168  0.224
H -1.983 -0.435 -6.244  0.227
H -0.505 0.534 -6.328  0.217
N -3.365 -3.694 3.894  -0.754
C -2.604 -2.976 3.044  0.249
C -2.984 -1.690 2.626  -0.299
C -2.176 -0.991 1.767  0.080
N -1.016 -1.477 1.299  -0.515
C -0.649 -2.710 1.683  0.074
C -1.394 -3.479 2.537  -0.300
H -4.252 -3.349 4.210  0.407
H -3.113 -4.633 4.145  0.406
H -3.911 -1.248 2.964  0.234
H -2.466 -0.011 1.416  0.226
H 0.283 -3.081 1.278  0.220
H -1.047 -4.466 2.808  0.233